# 1
The following is a DFT calculation (ωB97M-V/def2-TZVPD) of a structure of composition C51H51BrF13N5P2Ti in a non-equilibrium geometry.

Atoms and positions in Å:
C (-0.933, -4.835, -0.101)
C (-3.544, -3.144, -0.051)
H (5.490, 3.684, 2.231)
C (0.212, -2.519, -1.594)
H (3.791, 5.375, -1.308)
H (0.364, 3.183, 0.217)
H (-1.570, 6.875, -1.159)
H (-2.578, 2.080, -1.451)
H (-3.851, 5.223, 0.050)
C (2.537, -2.999, -2.038)
H (1.317, -1.029, 1.657)
C (3.936, 2.544, 1.314)
C (-0.394, -3.840, 2.020)
F (4.149, -4.302, -4.055)
N (-0.211, 2.041, 2.533)
H (5.416, 5.486, 0.546)
C (3.129, -0.420, 0.725)
C (-0.261, -5.103, 2.578)
H (-3.450, 3.568, -1.001)
F (4.213, -2.147, -4.214)
F (-1.417, -8.333, 2.199)
C (0.944, -2.923, -3.850)
C (-4.837, -3.419, -0.456)
C (3.004, 3.482, -0.711)
C (-2.521, 3.166, -1.400)
H (0.446, 6.345, -0.841)
C (3.851, 0.668, -3.866)
C (-2.648, 2.404, 2.103)
N (-1.057, 4.934, -0.635)
H (-3.605, 2.383, 2.638)
H (1.017, 4.803, -0.243)
F (-0.059, -7.568, 3.692)
H (6.148, -1.853, 1.225)
P (-0.967, -2.094, -0.239)
H (0.699, -0.836, 3.932)
H (-2.464, 3.524, -2.431)
H (-2.490, 5.648, -2.007)
H (-4.820, -1.798, -3.426)
H (-0.225, 5.305, 1.962)
C (-2.069, 5.915, -1.039)
H (-2.576, -1.221, -2.683)
F (-6.785, -3.596, -3.368)
C (3.074, 2.438, 0.221)
H (5.123, -0.068, -0.053)
C (-6.729, -3.147, -2.121)
C (5.089, -1.672, 1.333)
C (2.365, 0.724, -1.904)
C (4.498, -0.656, 0.595)
C (-3.177, -1.861, -2.056)
F (3.039, -3.295, -5.616)
C (0.099, 6.069, 1.257)
Ti (-0.455, 0.836, 0.680)
H (-2.627, 3.315, 1.500)
H (1.618, 1.157, 3.068)
F (2.963, 0.093, -5.977)
H (-3.799, 6.929, -0.315)
C (-1.302, 3.633, -0.664)
H (-2.602, -1.662, 2.929)
H (-2.800, 6.296, 0.976)
H (-1.200, -4.745, -1.145)
F (-7.381, -3.985, -1.328)
H (-4.194, 0.206, 2.065)
C (1.320, 0.460, -2.788)
H (-3.271, -0.696, 0.861)
C (4.777, 3.639, 1.422)
C (2.784, 0.321, -4.705)
C (-3.177, 0.006, 1.700)
H (-2.598, -0.133, 3.775)
C (-3.188, 6.082, -0.015)
C (2.985, -2.217, 2.351)
H (4.819, -3.231, 2.780)
C (-0.309, -7.621, 2.386)
H (-1.454, 3.436, 3.570)
F (0.703, -8.256, 1.794)
H (0.307, 2.901, 2.328)
H (1.067, 6.445, 1.574)
F (-7.362, -1.960, -2.082)
H (2.348, 3.401, -1.570)
H (-3.077, 1.489, 0.360)
C (4.734, 4.653, 0.475)
C (3.829, 4.584, -0.575)
P (2.133, 0.901, -0.071)
H (-0.695, -0.058, 4.626)
C (-0.737, -3.691, 0.681)
C (-1.515, 2.435, 3.132)
H (-0.965, -6.972, -0.159)
C (-2.340, -0.604, 2.825)
C (3.625, 0.849, -2.497)
H (-0.584, -1.374, 2.247)
C (-0.071, -0.086, 3.727)
H (-0.212, -3.001, 2.680)
Br (-0.492, 0.506, -2.236)
F (5.057, 0.821, -4.342)
F (0.447, -0.046, -4.886)
H (-0.595, 6.902, 1.303)
H (-3.202, -3.552, 0.888)
F (4.655, 1.187, -1.734)
C (1.520, -2.728, -1.147)
H (0.714, 1.807, 4.444)
C (-0.075, -2.648, -2.950)
N (-0.889, -0.443, 2.537)
H (1.740, -2.720, -0.089)
C (-4.460, -2.164, -2.477)
C (3.414, -3.245, -4.351)
H (-0.003, -5.212, 3.622)
C (-0.802, -6.093, 0.452)
H (3.546, -3.163, -1.691)
H (2.403, -2.823, 3.028)
C (2.248, -3.068, -3.398)
C (-5.291, -2.935, -1.673)
H (0.721, -3.019, -4.905)
C (1.508, 0.238, -4.145)
H (3.988, 1.756, 2.052)
C (-2.687, -2.383, -0.858)
N (-0.496, 2.725, -0.098)
C (-0.466, -6.224, 1.794)
C (0.607, 1.277, 3.489)
C (4.347, -2.449, 2.209)
H (-1.752, 1.767, 3.956)
H (-1.083, -2.563, -3.326)
H (-5.489, -4.008, 0.173)
N (-2.536, 1.238, 1.190)
C (0.197, 5.523, -0.164)
C (2.391, -1.215, 1.608)

Output
- charge = +4
- Kohn-Sham gap (alpha / beta) (eV) = 5.103 / 5.102
- max |F| (eV/Å) = 1.86
- total energy (hartree) = -7650.9243
- lowest unoccupied orbital energy (alpha / beta) (Ha) = -0.492 / -0.492
- energy relative to the best compared isomer or geometry (same formula, charge and spin) (kJ/mol) = 70.34

=====

# 2
The following is a DFT calculation (ωB97M-V/def2-TZVPD) of a structure of composition C51H51F6LiN2O3PSiTe in a non-equilibrium geometry.

Atoms and positions in Å:
H (-0.976, 3.994, -0.493)
H (-4.437, 2.623, -3.351)
F (2.062, -2.867, 1.347)
Li (-0.533, -0.427, -0.168)
C (0.305, -5.456, 4.079)
H (-5.725, -1.729, -0.393)
C (-1.921, 3.809, 3.397)
H (3.433, 0.497, 7.065)
H (-0.310, -2.377, -3.003)
C (1.404, 4.457, 3.248)
H (0.165, 5.266, -0.080)
H (0.990, -6.192, 4.477)
H (-3.373, 1.916, 1.401)
C (-4.431, 0.099, 5.103)
F (2.286, -0.818, 0.381)
F (1.408, -3.733, -0.655)
C (-2.394, 6.174, 3.214)
F (1.615, -1.684, -1.618)
C (1.569, 3.069, 3.774)
H (2.153, -0.444, 5.261)
H (-4.364, 0.287, 6.167)
H (0.002, -4.476, 5.958)
C (-1.996, 2.541, 4.195)
H (-2.747, 2.627, 4.980)
C (-0.023, -5.459, 2.731)
C (2.590, 1.641, 5.454)
C (1.776, 2.807, -0.186)
N (0.768, 1.966, 0.025)
H (-4.619, -0.497, 1.310)
H (-6.299, -0.418, -1.446)
C (1.158, 0.694, 3.753)
H (-1.891, 7.058, 1.332)
H (-0.732, -4.679, -2.297)
H (2.251, 5.079, 3.530)
H (6.152, 2.294, -1.611)
C (-2.913, 7.438, 3.835)
H (-1.106, -4.516, 1.164)
C (-5.392, 0.759, 4.348)
N (-1.922, -0.396, -2.943)
H (-2.264, 1.696, 3.555)
H (0.509, 4.925, 3.657)
C (-2.737, -4.275, -1.648)
C (-1.326, 3.838, 2.135)
C (-5.731, -1.346, -1.418)
C (-4.573, -0.349, 2.379)
H (-1.526, -2.806, 5.054)
C (-3.609, -1.053, 3.125)
C (-1.507, -3.939, -2.177)
C (-3.598, 2.082, 0.356)
H (5.539, 0.542, -3.239)
C (-2.233, -1.638, -2.440)
H (-1.453, 5.693, -0.658)
O (-4.448, -1.011, -1.866)
C (-3.721, -3.304, -1.522)
C (-2.668, 0.760, -3.010)
Si (-2.497, -2.222, 2.212)
H (2.824, 3.756, 5.358)
H (-1.036, 2.316, 4.663)
C (3.447, 0.672, -2.820)
C (2.362, 2.891, 4.900)
H (-2.505, 8.314, 3.337)
P (1.904, -2.292, -0.145)
C (1.985, 0.549, 4.864)
C (0.944, 1.959, 3.199)
C (-1.108, -3.542, 4.387)
C (-3.281, 1.454, -1.972)
H (-4.676, -3.595, -1.114)
H (-4.000, 7.483, 3.758)
H (0.407, -6.210, 2.084)
F (0.270, -1.922, 0.226)
H (4.521, 1.703, 6.364)
C (4.136, 2.608, -0.965)
H (3.211, 2.222, 7.421)
H (-2.944, -5.288, -1.339)
C (-1.444, -3.515, 3.027)
H (4.401, 3.338, -0.214)
H (-6.206, -2.086, -2.073)
C (-4.515, 3.046, -0.007)
H (-5.541, 4.003, -1.638)
H (-2.812, -1.277, 5.114)
H (-2.735, 1.193, -4.006)
C (-3.552, -0.780, 4.504)
C (2.466, 1.274, -2.057)
F (3.426, -2.617, -0.509)
H (-1.069, -0.396, -3.489)
C (5.116, 2.010, -1.738)
C (-0.888, 4.988, -0.053)
C (-1.900, 6.150, 1.919)
H (-2.881, 4.966, 4.912)
O (-1.999, 0.459, -0.191)
C (-0.247, -4.489, 4.904)
C (-4.824, 3.244, -1.350)
Te (-0.443, 1.964, 1.526)
C (3.487, 1.502, 6.650)
C (4.773, 1.035, -2.658)
C (-2.442, 4.982, 3.923)
C (-4.210, 2.472, -2.303)
H (-0.245, -0.339, 2.484)
H (-4.971, 3.659, 0.757)
C (-3.498, -1.995, -1.919)
H (1.340, 4.441, 2.162)
H (-6.084, 1.445, 4.818)
H (0.138, -1.171, 4.000)
C (-1.383, 4.987, 1.356)
H (3.178, -0.102, -3.522)
C (-2.941, 1.272, -0.582)
H (1.434, 0.975, -2.148)
O (1.914, 3.931, 0.305)
H (-2.653, 7.484, 4.891)
H (-2.959, -2.583, 0.880)
C (-1.265, -2.639, -2.571)
C (2.804, 2.236, -1.115)
H (-6.176, 1.061, 2.382)
H (1.311, -1.137, 2.701)
C (-5.447, 0.530, 2.978)
C (0.545, -0.553, 3.202)
C (-0.877, -4.508, 2.217)

Output
- charge = -1
- Kohn-Sham gap (alpha / beta) (eV) = 4.998 / 6.159
- max |F| (eV/Å) = 1.79
- total energy (hartree) = -3815.1167
- lowest unoccupied orbital energy (alpha / beta) (Ha) = 0.061 / 0.079
- energy relative to the best compared isomer or geometry (same formula, charge and spin) (kJ/mol) = 129.51